A structure of composition C33H35ClFeIN7OS, computed with ωB97M-V/def2-TZVPD.

Geometry as XYZ:
```
80
Properties=species:S:1:pos:R:3:mulliken_spin:R:1
Fe 1.036 -0.364 -1.784 0.01
N -0.424 -2.088 -5.228 0.15
C -0.360 -1.318 -6.389 0.16
C -0.770 -1.846 -7.603 -0.05
C -0.700 -1.051 -8.733 0.10
C -0.222 0.269 -8.668 0.05
C 0.191 0.801 -7.470 -0.01
C 0.126 0.006 -6.317 0.12
S 0.667 0.674 -4.840 0.40
N 0.410 -0.510 -3.707 0.13
C -0.087 -1.697 -3.996 -0.03
C -0.247 -2.633 -2.857 -0.02
C -0.926 -3.832 -2.923 0.00
C -0.985 -4.631 -1.782 0.00
C -0.362 -4.191 -0.631 0.00
C 0.279 -2.957 -0.633 0.00
N 0.332 -2.184 -1.719 -0.01
H -0.753 -3.038 -5.343 -0.01
H -1.144 -2.860 -7.665 0.00
H -1.021 -1.453 -9.685 0.00
H -0.180 0.867 -9.568 0.00
H 0.564 1.817 -7.411 0.00
H -1.427 -4.160 -3.823 0.00
H -1.512 -5.575 -1.804 0.00
H -0.376 -4.777 0.277 0.00
H 0.744 -2.578 0.265 0.00
I 5.452 -3.332 -4.193 0.00
C 4.798 -1.724 -3.062 -0.01
C 5.679 -0.767 -2.564 0.00
C 5.173 0.281 -1.813 0.00
C 3.815 0.347 -1.568 0.00
N 2.961 -0.575 -2.044 0.01
C 3.452 -1.584 -2.783 0.00
H 6.741 -0.840 -2.757 0.00
H 5.824 1.045 -1.411 0.00
H 3.393 1.150 -0.977 0.00
H 2.740 -2.317 -3.143 0.00
C -0.885 -1.612 3.096 0.00
C -1.550 -0.456 3.872 0.00
C -2.255 -1.069 5.091 0.00
C -2.628 0.148 2.967 0.00
C -0.492 0.588 4.368 0.00
O 0.627 -0.099 4.926 0.00
C -0.974 1.574 5.465 0.00
C -2.146 2.544 5.255 0.00
C -1.912 3.544 4.148 0.00
C -0.815 4.404 4.195 0.00
C -0.499 5.230 3.129 0.00
C -1.300 5.204 1.996 0.00
Cl -0.885 6.191 0.630 0.00
C -2.438 4.415 1.948 0.00
C -2.736 3.595 3.028 0.00
C 0.143 1.452 3.264 0.00
N 0.758 0.721 2.145 0.00
C 0.352 0.714 0.889 0.00
N 1.173 -0.060 0.163 -0.01
C 2.091 -0.490 1.089 0.00
N 1.866 -0.030 2.284 0.00
H -1.549 -2.479 3.122 0.00
H 0.073 -1.900 3.525 0.00
H -0.741 -1.363 2.038 0.00
H -2.977 -1.816 4.758 0.00
H -2.801 -0.326 5.671 0.00
H -1.560 -1.580 5.761 0.00
H -3.235 -0.660 2.551 0.00
H -2.216 0.714 2.127 0.00
H -3.305 0.810 3.499 0.00
H 0.359 -0.518 5.752 0.00
H -0.086 2.151 5.736 0.00
H -1.186 0.966 6.349 0.00
H -2.299 3.069 6.200 0.00
H -3.075 2.004 5.069 0.00
H -0.182 4.426 5.075 0.00
H 0.353 5.894 3.174 0.00
H -3.089 4.458 1.086 0.00
H -3.630 2.985 2.990 0.00
H 0.942 2.042 3.707 0.00
H -0.573 2.131 2.810 0.00
H -0.517 1.251 0.542 0.00
H 2.918 -1.143 0.862 0.00
```

## Properties
* electronic energy: -4155.90129 a.u.
* ΔE to the lowest compared entry with this formula, charge and spin: 0.00 kcal per mole
* HOMO (spin up / spin down): -14.255 / -14.255 eV
* gap between HOMO and LUMO (spin up / spin down): 4.2 / 2.6 eV
* spin multiplicity: 2
* total charge: +3

---

A structure of composition C33H35EuN9O3S3 in a non-equilibrium geometry, computed with ωB97M-V/def2-TZVPD.

Geometry as XYZ:
```
84
Properties=species:S:1:pos:R:3:mulliken_spin:R:1
Eu 0.076 0.738 0.574 6.89
N -1.685 -3.345 0.629 0.00
C -0.966 -2.298 0.196 0.00
S -1.808 -1.061 -0.632 -0.01
N 0.344 -2.368 0.400 0.00
N 1.082 -1.352 -0.089 0.00
C 2.381 -1.468 -0.135 0.02
C 3.178 -2.627 0.301 -0.01
C 4.450 -2.432 0.851 0.01
C 5.211 -3.505 1.276 0.00
C 4.729 -4.798 1.148 0.01
C 3.472 -5.006 0.608 0.00
C 2.696 -3.933 0.208 0.01
C 3.079 -0.292 -0.663 0.01
C 4.251 -0.451 -1.413 0.00
C 4.923 0.664 -1.868 0.01
C 4.435 1.918 -1.510 0.00
C 3.254 1.989 -0.792 0.01
N 2.553 0.923 -0.402 0.01
H -2.676 -3.363 0.458 0.00
H -1.226 -4.135 1.052 0.00
H 4.852 -1.433 0.932 0.00
H 6.186 -3.337 1.711 0.00
H 5.341 -5.639 1.437 0.00
H 3.093 -6.011 0.494 0.00
H 1.716 -4.102 -0.205 0.00
H 4.597 -1.445 -1.646 0.00
H 5.817 0.561 -2.464 0.00
H 4.951 2.822 -1.797 0.00
H 2.869 2.953 -0.482 0.00
O 0.392 3.021 1.018 0.01
S 0.021 4.473 1.018 0.00
C -0.447 4.800 -0.752 0.00
C 0.736 4.401 -1.619 0.00
C 0.472 4.358 -3.127 0.00
C -0.705 3.483 -3.527 0.00
S -0.553 1.687 -3.028 0.00
O -0.518 1.679 -1.524 0.01
C -2.272 1.388 -3.514 0.00
C -2.543 1.088 -4.839 0.00
C -3.863 1.005 -5.251 0.00
C -4.890 1.219 -4.345 0.00
C -4.603 1.483 -3.015 0.00
C -3.287 1.568 -2.593 0.00
C -1.685 4.571 1.614 0.00
C -2.496 3.457 1.487 -0.01
C -3.804 3.515 1.936 0.00
C -4.295 4.694 2.478 0.00
C -3.480 5.811 2.588 0.00
C -2.162 5.750 2.165 0.00
H -0.693 5.856 -0.832 0.00
H -1.329 4.195 -0.958 0.00
H 1.044 3.399 -1.316 0.00
H 1.558 5.094 -1.426 0.00
H 1.375 3.990 -3.620 0.00
H 0.278 5.367 -3.500 0.00
H -0.791 3.450 -4.613 0.00
H -1.637 3.862 -3.114 0.00
H -1.730 0.934 -5.533 0.00
H -4.091 0.776 -6.280 0.00
H -5.916 1.178 -4.676 0.00
H -5.409 1.628 -2.314 0.00
H -3.043 1.765 -1.558 0.00
H -2.111 2.536 1.043 0.02
H -4.438 2.645 1.862 0.00
H -5.320 4.744 2.813 0.00
H -3.870 6.727 3.008 0.00
H -1.516 6.611 2.256 0.00
N -4.490 -0.928 5.424 0.00
C -3.622 -0.859 4.672 0.00
N -2.628 -0.876 3.852 0.00
C -2.063 -0.122 3.058 0.01
N -1.409 0.463 2.265 -0.01
C 3.993 0.944 3.164 0.00
N 3.413 -0.350 3.427 0.00
C 2.193 -0.668 2.949 0.00
N 1.728 -1.902 3.224 0.00
O 1.534 0.146 2.282 0.00
H 4.452 1.356 4.062 0.00
H 3.188 1.597 2.822 0.00
H 4.751 0.876 2.379 0.00
H 3.910 -0.980 4.033 0.00
H 2.310 -2.603 3.644 0.00
H 0.847 -2.180 2.819 0.00
```

## Properties
* electronic energy: -3901.98559 a.u.
* ΔE to the lowest compared entry with this formula, charge and spin: 25.55 kcal per mole
* HOMO (spin up / spin down): -4.965 / -6.939 eV
* gap between HOMO and LUMO (spin up / spin down): 5.1 / 7.0 eV
* spin multiplicity: 8

---

A structure of composition C33H35HfI2N5O8PS in a non-equilibrium geometry, computed with ωB97M-V/def2-TZVPD.

Geometry as XYZ:
```
86
Properties=species:S:1:pos:R:3:lowdin_charge:R:1
Hf -0.096 0.413 0.475 1.71
I 6.707 3.097 2.827 0.87
C 4.934 2.482 1.862 -0.71
C 4.993 1.879 0.617 -0.21
C 3.810 1.533 0.009 -0.57
I 3.808 0.558 -1.857 1.04
C 2.544 1.742 0.577 -0.42
O 1.468 1.483 -0.140 -0.38
C 2.528 2.281 1.879 -0.16
C 1.264 2.355 2.698 -0.15
N 0.047 2.497 1.884 -0.10
C -0.008 3.815 1.229 -0.11
C -0.281 3.782 -0.257 -0.25
C -0.118 4.973 -0.964 0.00
C -0.385 4.999 -2.320 -0.03
C -0.816 3.826 -2.924 -0.03
C -0.950 2.694 -2.142 -0.11
N -0.691 2.654 -0.835 0.06
C 3.716 2.654 2.490 -0.11
H 5.937 1.689 0.131 0.09
H 1.184 1.422 3.270 0.11
H 1.352 3.181 3.423 0.14
H -0.750 2.420 2.516 0.11
H -0.777 4.448 1.690 0.14
H 0.951 4.326 1.367 0.14
H 0.221 5.857 -0.444 0.13
H -0.268 5.907 -2.890 0.12
H -1.045 3.803 -3.977 0.11
H -1.302 1.772 -2.582 0.08
H 3.681 3.082 3.480 0.10
S -4.717 -0.205 0.885 1.06
C -4.483 1.484 0.892 -0.40
C -3.163 1.835 0.865 -0.22
C -2.253 0.740 0.832 -0.32
C -2.977 -0.436 0.839 -0.54
C -2.400 -1.752 0.892 -0.31
C -3.183 -2.903 1.046 -0.02
C -2.570 -4.126 1.203 -0.02
C -1.180 -4.172 1.198 -0.02
C -0.478 -2.998 1.005 -0.12
N -1.052 -1.807 0.842 0.03
H -5.344 2.124 0.904 0.07
H -2.863 2.872 0.856 0.09
H -4.258 -2.805 1.047 0.09
H -3.149 -5.024 1.344 0.12
H -0.647 -5.096 1.345 0.12
H 0.604 -3.016 0.990 0.11
O 2.039 -3.544 4.596 0.14
C 0.837 -3.226 5.018 -0.50
O 0.271 -3.817 5.898 0.12
C 0.137 -2.069 4.356 -0.02
C -1.113 -1.607 4.741 0.03
N -1.427 -0.581 3.939 0.06
N -0.468 -0.329 3.040 0.03
C 0.496 -1.225 3.281 -0.15
C 1.657 -1.290 2.326 -0.53
O 2.634 -1.981 2.586 0.11
O 1.493 -0.613 1.260 -0.13
H 2.408 -2.983 3.855 0.08
H -1.760 -1.966 5.517 0.15
H -2.275 -0.031 3.955 0.17
C 0.088 0.408 -5.582 -0.05
C 1.090 -0.274 -4.670 -0.28
O 0.409 -0.954 -3.609 -0.29
P 0.506 -0.440 -2.089 0.79
O -1.148 -0.451 -1.680 -0.42
C -2.274 -0.663 -2.554 -0.25
C -2.610 -2.132 -2.750 -0.04
O 0.940 -1.789 -1.320 -0.34
C 0.893 -3.119 -1.885 -0.24
C 2.049 -3.411 -2.825 -0.05
H 0.596 0.806 -6.455 0.09
H -0.412 1.220 -5.059 0.06
H -0.660 -0.310 -5.908 0.08
H 1.805 0.446 -4.263 0.07
H 1.656 -1.035 -5.213 0.12
H -2.078 -0.202 -3.528 0.11
H -3.110 -0.146 -2.070 0.12
H -1.863 -2.613 -3.376 0.07
H -3.580 -2.210 -3.236 0.09
H -2.653 -2.652 -1.794 0.07
H -0.067 -3.268 -2.386 0.10
H 0.948 -3.791 -1.025 0.11
H 1.931 -2.890 -3.769 0.06
H 2.073 -4.479 -3.028 0.09
H 2.993 -3.123 -2.369 0.08
```

## Properties
* electronic energy: -3537.19937 a.u.
* ΔE to the lowest compared entry with this formula, charge and spin: 17.12 kcal per mole
* HOMO: -10.250 eV
* gap between HOMO and LUMO: 7.3 eV
* total charge: +1

---

A structure of composition C33H36BiN11S4 in a non-equilibrium geometry, computed with ωB97M-V/def2-TZVPD.

Geometry as XYZ:
```
85
Properties=species:S:1:pos:R:3:lowdin_charge:R:1
Bi -0.155 -0.728 -0.593 1.62
S 0.324 2.397 -5.621 1.04
C 1.155 2.569 -7.055 -0.45
C 2.411 3.143 -6.950 -0.13
C 2.629 3.478 -5.560 -0.09
C 1.612 3.019 -4.685 -0.48
C 1.533 2.951 -3.205 -0.18
C 0.901 1.776 -2.696 -0.10
N 1.054 1.409 -1.415 0.00
C 1.726 2.255 -0.611 -0.16
C 2.289 3.442 -0.999 -0.14
C 2.971 4.244 -0.010 -0.01
C 3.048 3.945 1.288 0.01
C 2.494 2.672 1.766 -0.13
C 2.716 2.211 3.051 0.07
C 2.212 0.973 3.473 -0.18
C 1.441 0.351 2.545 -0.07
N 1.263 0.735 1.245 0.06
C 1.837 1.871 0.818 -0.15
C 2.482 0.426 4.846 -0.49
C 2.816 -0.913 5.001 -0.15
C 3.218 -1.231 6.330 -0.18
C 3.118 -0.186 7.144 -0.39
S 2.450 1.212 6.375 1.06
C 2.160 3.818 -2.330 0.07
H 0.644 2.131 -7.954 0.09
H 3.200 3.284 -7.730 0.13
H 3.553 3.741 -5.082 0.11
H 0.338 1.201 -3.464 0.06
H 3.286 5.221 -0.431 0.14
H 3.385 4.669 1.991 0.12
H 3.404 2.758 3.675 0.14
H 0.822 -0.466 2.895 0.09
H 3.090 -1.530 4.165 0.10
H 3.692 -2.185 6.617 0.13
H 3.497 -0.139 8.127 0.07
H 2.674 4.677 -2.731 0.14
C -3.679 -4.587 -3.328 0.00
N -2.770 -4.197 -2.218 -0.13
C -2.772 -5.181 -1.153 -0.03
C -1.885 -3.144 -2.200 -0.40
N -1.151 -2.841 -1.181 0.00
N -1.731 -2.475 -3.379 0.16
C -0.656 -1.770 -3.781 -0.49
N -0.374 -1.843 -5.099 0.20
N 0.082 -1.074 -2.976 -0.01
H -4.739 -4.587 -2.985 0.12
H -3.413 -5.615 -3.466 0.09
H -3.593 -4.002 -4.244 0.08
H -1.941 -5.853 -1.265 0.10
H -3.664 -5.797 -1.190 0.10
H -2.689 -4.675 -0.202 0.09
H -1.413 -3.443 -0.429 0.03
H -2.348 -2.767 -4.197 0.17
H -0.876 -2.479 -5.695 0.12
H 0.189 -1.155 -5.542 0.11
H 0.940 -0.674 -3.359 0.08
N -1.538 2.533 2.487 0.02
N -2.485 3.392 1.915 -0.09
C -2.986 3.201 0.688 -0.81
N -4.188 3.668 0.390 0.10
S -2.198 1.993 -0.324 0.46
H -0.601 2.718 2.201 0.05
H -1.762 1.590 2.054 0.02
H -3.074 3.830 2.616 0.15
H -4.662 4.377 0.978 0.14
H -4.618 3.394 -0.473 0.10
C 1.827 -1.697 -0.705 -0.32
H 2.572 -1.034 -1.206 0.02
H 1.599 -2.643 -1.300 0.02
H 2.155 -1.914 0.320 -0.02
S 0.427 -3.286 3.662 1.11
C 0.441 -2.999 1.949 -0.43
N -0.412 -2.119 1.489 -0.14
C -1.256 -1.714 2.476 -0.38
C -2.412 -0.966 2.270 -0.03
C -3.236 -0.721 3.410 -0.05
C -2.836 -1.088 4.708 -0.06
C -1.764 -1.959 4.873 -0.06
C -0.975 -2.237 3.770 -0.44
H 1.163 -3.488 1.310 0.08
H -2.785 -0.574 1.302 0.08
H -4.184 -0.158 3.402 0.12
H -3.482 -0.854 5.529 0.11
H -1.534 -2.287 5.871 0.12
```

## Properties
* electronic energy: -3688.33472 a.u.
* ΔE to the lowest compared entry with this formula, charge and spin: 25.74 kcal per mole
* HOMO: -12.461 eV
* gap between HOMO and LUMO: 7.6 eV
* total charge: +2

---

> Look up the electronic energy of the first one.

-4155.90129 a.u.

---

> Among the records above, which one has the lowest electronic energy?

C33H35ClFeIN7OS